1.
C13H10F3N2O6S2 | ωB97M-V/def2-TZVPD

Properties
Kohn-Sham gap in Ha: 0.1714
Maximum force in eV Å⁻¹: 2.96
LUMO energy in eV: 1.1

ORCA input file:
```
! wB97M-V def2-TZVPD RIJCOSX def2/J DEFGRID3
* xyz -1 1
C 1.7018 -1.0748 5.0732
C 1.5110 -0.2683 3.8290
C 2.5902 0.0476 2.9925
C 2.4232 0.8978 1.9157
C 1.1355 1.4028 1.5864
C 0.9745 2.3155 0.5082
S -0.4169 2.2778 -0.5072
C 0.3264 2.9508 -2.1107
F -0.6303 3.3217 -2.9816
F 1.1029 4.0396 -1.8301
F 1.1059 2.0032 -2.6880
O -0.8431 0.9182 -0.7577
O -1.4106 3.2638 -0.1116
C 0.0316 1.0326 2.4083
C 0.2339 0.2244 3.5121
H 0.7543 -1.1446 5.6118
H 2.0340 -2.0948 4.8602
H 2.4396 -0.6099 5.7359
H 3.5754 -0.3735 3.1961
H 3.2448 1.1970 1.2630
H 1.7799 2.9831 0.1843
H -0.9536 1.4387 2.1621
H -0.6073 -0.0309 4.1571
O -1.2792 9.5567 0.8440
N -1.5599 8.3490 0.9438
O -2.7307 7.8892 0.8169
C -0.5841 7.3505 1.2138
C 0.7642 7.4588 1.4700
C 1.2761 6.1562 1.7121
N 2.4046 5.8696 2.5323
O 2.5069 4.6826 2.9391
O 3.1948 6.7793 2.8508
C 0.3188 5.1324 1.5504
S -1.2254 5.7324 1.2259
H 1.3339 8.3812 1.4687
H 0.4873 4.0676 1.6903
*
```

---

2.
C3H4S3 | ωB97M-V/def2-TZVPD

Properties
Kohn-Sham gap in Ha: 0.2953
Maximum force in eV Å⁻¹: 2.52
Energy above the lowest of the compared OMol25 structures with the same formula, charge and spin in kJ/mol: 307.5
LUMO energy in eV: -1.0
SMILES: C#CC(=S)S.S

ORCA input file:
```
! wB97M-V def2-TZVPD RIJCOSX def2/J DEFGRID3
* xyz 0 1
C -1.3955 -0.1457 -1.2993
C -0.9118 -0.7868 -0.4195
C -0.0413 -1.5707 0.3437
S 1.0083 -2.5167 -0.4387
S -0.0899 -1.6003 2.1566
H -1.9743 0.6365 -1.7743
H -0.7640 -0.5602 2.6140
S 1.6242 1.6855 -0.0734
H 1.1345 1.7860 -1.2730
H 1.4097 3.0724 0.1638
*
```

---

3.
C37H36N9O3SeSiTi | ωB97M-V/def2-TZVPD

Properties
Kohn-Sham gap (alpha / beta) in Ha: 0.2191 / 0.1887
Maximum force in eV Å⁻¹: 2.32
⟨S²⟩: 0.7812
Energy above the lowest of the compared OMol25 structures with the same formula, charge and spin in kJ/mol: 131.7
LUMO energy (alpha / beta) in eV: -0.8 / -1.8

ORCA input file:
```
! wB97M-V def2-TZVPD RIJCOSX def2/J DEFGRID3
* xyz 0 2
Ti -0.0242 -0.4508 -0.0885
O -1.4686 1.3727 -0.4956
C -1.6566 1.7787 -1.8296
C -0.8855 0.8518 -2.7406
C -0.7206 1.1542 -4.0718
C 0.1692 0.3458 -4.8344
C 0.6426 -0.7996 -4.3181
C 0.1263 -1.2766 -2.9992
N -0.3706 -0.2214 -2.1330
H -1.0092 2.0935 0.0043
H -1.3490 2.8191 -1.9797
H -2.7294 1.7072 -2.0662
H -1.1749 2.0345 -4.5001
H 0.4810 0.6842 -5.8108
H 1.3324 -1.4387 -4.8445
H -0.6958 -2.0149 -3.1641
N -4.1116 -9.6700 -1.9879
C -3.6488 -8.6757 -1.6504
C -3.0757 -7.4545 -1.2364
C -1.9128 -7.4523 -0.4639
C -1.3309 -6.2550 -0.0972
C -1.9080 -5.0413 -0.4716
C -3.0901 -5.0583 -1.2164
C -3.6659 -6.2443 -1.6073
C -1.2904 -3.7325 -0.2126
C -2.0478 -2.7245 0.4281
C -3.2926 -2.9056 1.0732
C -3.7098 -1.6541 1.4901
C -2.7161 -0.7576 1.1039
N -1.7032 -1.3797 0.4690
C -0.1078 -3.4250 -0.8923
C 0.5559 -4.2597 -1.8883
C 1.3500 -3.4678 -2.6171
C 1.1692 -2.0729 -2.1254
N 0.4121 -2.1938 -0.9109
H -1.4767 -8.3949 -0.1657
H -0.4293 -6.2549 0.4964
H -3.5275 -4.1164 -1.5125
H -4.5639 -6.2452 -2.2077
H -3.7982 -3.8408 1.2193
H -4.6207 -1.4026 1.9996
H -2.7322 0.3082 1.2716
H 0.3943 -5.3126 -2.0157
H 1.9713 -3.7310 -3.4539
H 2.0909 -1.4876 -2.0400
C 1.8828 2.4693 -2.0590
C 2.6073 1.4726 -1.2039
C 3.9897 1.4741 -1.1549
C 4.6471 0.5386 -0.3522
C 3.9157 -0.3526 0.3841
C 2.5008 -0.3042 0.3093
N 1.8758 0.5942 -0.5075
N 1.6539 -1.0977 0.9449
Si 1.9578 -2.1717 2.2661
C 3.1100 -1.3908 3.5846
C 0.2632 -2.5136 3.0618
C 2.6763 -3.8183 1.5878
H 2.5288 3.3143 -2.2879
H 0.9921 2.8236 -1.5442
H 1.5791 2.0052 -2.9976
H 4.5516 2.1931 -1.7291
H 5.7274 0.5302 -0.3227
H 4.3775 -1.0955 1.0129
H 2.9317 -0.3221 3.6614
H 4.1618 -1.5369 3.3636
H 2.9230 -1.8241 4.5607
H -0.1184 -1.6236 3.5559
H 0.3221 -3.3095 3.7962
H -0.4552 -2.8168 2.3053
H 3.6424 -3.6826 1.1090
H 1.9985 -4.2381 0.8482
H 2.7981 -4.5495 2.3799
O -1.2848 1.3526 3.0953
N -0.3612 0.6334 2.7166
O -0.1255 0.6606 1.4500
Se -2.2822 3.5274 1.7708
N -0.7175 3.4752 0.9722
C 0.1946 3.9646 1.8195
C 1.5805 3.9765 1.6008
C 2.3879 4.4486 2.5960
C 1.8546 4.9628 3.7963
C 0.5073 5.0051 4.0232
C -0.3532 4.4730 3.0459
N -1.6789 4.3508 3.1585
H 1.9810 3.5881 0.6773
H 3.4588 4.4309 2.4614
H 2.5379 5.3269 4.5484
H 0.0862 5.4149 4.9282
*
```

---

4.
C34H72Cl4N8O14 | ωB97M-V/def2-TZVPD

Properties
Kohn-Sham gap (alpha / beta) in Ha: 0.0683 / 0.3425
Maximum force in eV Å⁻¹: 5.45
⟨S²⟩: 0.7505
LUMO energy (alpha / beta) in eV: 2.0 / 1.9

ORCA input file:
```
! wB97M-V def2-TZVPD RIJCOSX def2/J DEFGRID3
* xyz -1 2
C 1.3824 -5.9633 -6.2501
C 2.6013 -5.9433 -5.3339
O 2.5872 -4.6892 -4.7686
C 1.3048 -4.2151 -4.8333
O 0.8626 -3.2578 -4.2775
O 0.6222 -4.9401 -5.7046
H 0.7900 -6.8763 -6.1901
H 1.6478 -5.7113 -7.2768
H 3.4973 -5.9876 -5.9531
H 2.4795 -6.7024 -4.5612
C -3.0497 -4.3955 -1.0549
C -2.4863 -3.0611 -0.6161
O -1.7466 -3.3274 0.5601
C -2.0086 -4.6061 1.0009
O -1.7027 -5.1562 2.0985
O -2.7410 -5.1706 0.0669
H -2.5425 -4.6600 -1.9827
H -4.1308 -4.2891 -1.1448
H -3.2963 -2.3549 -0.4338
H -1.9076 -2.6650 -1.4506
C 4.9702 2.6146 0.5135
C 4.9151 1.0446 0.4561
O 3.8547 0.4888 0.7048
N 5.9717 0.2585 0.4167
C 7.2345 0.7316 -0.1855
H 4.3577 3.0125 1.3226
H 4.5153 3.1404 -0.3260
H 5.9284 3.0662 0.7701
H 5.7175 -0.7182 0.4554
H 7.7259 1.4340 0.4877
H 7.0979 1.1156 -1.1964
H 7.9918 -0.0520 -0.2102
C -2.8249 6.9487 -0.3577
C -1.5024 6.1434 -0.2615
O -1.3158 5.1266 -0.8904
N -0.5084 6.4992 0.5683
C 0.7214 5.6863 0.7692
H -2.6989 7.9084 -0.8588
H -3.2642 7.1135 0.6262
H -3.5821 6.4378 -0.9525
H -0.4351 7.4906 0.7467
H 1.4215 5.7308 -0.0651
H 0.5242 4.6168 0.8421
H 1.2833 6.0634 1.6237
C -5.6637 -0.2333 -3.3997
C -5.0703 -0.9823 -4.6547
O -5.7756 -1.0028 -5.6834
N -3.8641 -1.5698 -4.5111
C -2.9447 -1.5068 -3.4035
H -5.2662 -0.7068 -2.5020
H -6.7498 -0.3217 -3.3730
H -5.2074 0.7548 -3.4597
H -3.4672 -2.1177 -5.2610
H -2.0023 -1.0096 -3.6331
H -2.6743 -2.5616 -3.3530
H -3.3297 -1.1415 -2.4514
C 0.1283 1.9995 -0.3421
C -0.0612 0.5650 -0.9384
O -1.0987 0.1705 -1.4360
N 0.9839 -0.1687 -1.1678
C 1.0653 -1.2202 -2.1227
H -0.5114 1.9144 0.5363
H -0.2187 2.6989 -1.1028
H 1.1740 2.2090 -0.1170
H 1.8509 0.0602 -0.7030
H 0.8128 -0.8340 -3.1102
H 0.4487 -2.0522 -1.7824
H 2.0542 -1.6672 -2.2245
C 3.0106 1.4532 3.8964
C 1.9903 0.3536 3.6710
O 1.2039 -0.0200 4.5608
N 2.0089 -0.1897 2.4577
C 1.4032 -1.4813 2.1744
H 3.8796 1.2454 3.2720
H 3.2362 1.5359 4.9596
H 2.6066 2.4465 3.7007
H 2.7190 0.1862 1.8456
H 1.4454 -2.0726 3.0891
H 1.9575 -2.0470 1.4255
H 0.3832 -1.3564 1.8109
C -1.4619 3.6965 3.2592
C -1.9228 4.1459 4.6757
O -1.2665 5.0196 5.1963
N -2.9568 3.4756 5.1766
C -3.6077 3.7998 6.4051
H -2.0424 2.8285 2.9466
H -0.4062 3.4314 3.3167
H -1.6354 4.3307 2.3897
H -3.0834 2.5342 4.8333
H -4.3462 4.5910 6.2753
H -2.8556 4.0938 7.1373
H -4.1408 2.9053 6.7272
C 1.4349 -5.3408 1.4235
C 1.6932 -5.3521 -0.0380
O 0.7426 -5.5878 -0.8138
N 2.9706 -5.1756 -0.3433
C 3.3237 -4.8363 -1.7039
H 0.6089 -5.9799 1.7357
H 1.4446 -4.3375 1.8494
H 2.3107 -5.8763 1.7900
H 3.6976 -4.9411 0.3175
H 4.3970 -4.9452 -1.8598
H 3.0202 -3.8096 -1.9088
H 2.7438 -5.4497 -2.3935
C -2.3333 -0.5733 3.1776
C -2.5777 0.1025 4.4783
O -3.7174 0.5091 4.7190
N -1.5487 0.1492 5.2717
C -1.5911 0.6436 6.6649
H -1.5385 -1.3021 3.3366
H -1.9234 0.1959 2.5231
H -3.2833 -0.9385 2.7875
H -0.6254 -0.0695 4.9257
H -2.5750 0.8000 7.1072
H -1.0759 1.5967 6.7841
H -1.1642 0.0092 7.4416
Cl -4.3600 0.4647 0.1967
C -4.1131 1.8462 -0.8815
C -3.6987 3.0954 -0.0916
Cl -4.7923 3.6637 1.2127
H -4.9987 1.9633 -1.5060
H -3.3312 1.4741 -1.5436
H -3.6473 3.8641 -0.8627
H -2.6923 3.0363 0.3228
Cl 4.0876 -1.0066 -4.3445
C 3.4687 0.4064 -5.1475
C 2.8711 1.4611 -4.1182
Cl 3.9256 1.5806 -2.6589
H 2.8895 0.0847 -6.0129
H 4.3458 0.9465 -5.5040
H 1.9656 1.1053 -3.6267
H 2.6523 2.4109 -4.6062
*
```

---

5.
C9H13BO2 | ωB97M-V/def2-TZVPD

Properties
Kohn-Sham gap in Ha: 0.3179
Maximum force in eV Å⁻¹: 6.25
Energy above the lowest of the compared OMol25 structures with the same formula, charge and spin in kJ/mol: 358.2
LUMO energy in eV: 0.4
SMILES: CC(C)=C1C=CCC=C1.O=BO

ORCA input file:
```
! wB97M-V def2-TZVPD RIJCOSX def2/J DEFGRID3
* xyz 0 1
C -1.6975 -1.0444 1.2278
C -0.7441 -1.0105 0.0673
C -1.0911 -2.0032 -1.0109
C 0.1157 0.0105 -0.0390
C 1.0362 0.2005 -1.3192
C 2.0229 1.0292 -1.2578
C 2.5447 1.7048 -0.0051
C 1.6315 1.4350 1.2628
C 0.4914 0.7289 1.1419
H -1.8043 -0.0844 1.7354
H -2.7236 -1.2188 0.7042
H -1.4855 -1.6526 2.0136
H -1.6599 -1.6756 -1.8317
H -0.1109 -2.5319 -1.2769
H -1.6647 -2.7133 -0.4852
H 0.4471 -0.2211 -2.1328
H 2.4796 1.2135 -2.1743
H 3.6147 1.4745 0.3216
H 2.4069 2.8703 -0.2084
H 2.0064 1.9277 2.1240
H -0.0177 0.6130 1.9924
O -3.7740 1.2461 -0.6910
B -2.7327 1.8104 -0.5674
O -1.6119 2.4083 -0.3890
H -0.7840 2.0385 -0.7044
*
```

---

6.
H72NO39 | ωB97M-V/def2-TZVPD

Properties
Kohn-Sham gap in Ha: 0.3861
Maximum force in eV Å⁻¹: 2.83
Energy above the lowest of the compared OMol25 structures with the same formula, charge and spin in kJ/mol: 0.0
LUMO energy in eV: 1.9

ORCA input file:
```
! wB97M-V def2-TZVPD RIJCOSX def2/J DEFGRID3
* xyz -1 1
N 1.2093 1.0261 -0.5424
O 2.2558 1.6475 -0.1928
O 1.0787 -0.1596 -0.2882
O 0.3155 1.6952 -1.1284
O -2.4056 2.1510 -2.6937
H -1.6810 2.3289 -3.3607
H -2.8026 1.2446 -2.8015
O -1.3738 -3.3376 -3.4926
H -1.2918 -2.5054 -3.0901
H -0.5028 -3.5679 -3.8268
O -4.6478 -0.7830 3.9144
H -4.9056 -1.1875 4.7226
H -3.7299 -0.4667 3.9993
O 0.3995 -1.1489 3.2875
H 0.9471 -0.3235 3.2560
H -0.5163 -0.8187 3.4305
O 2.4037 -5.4595 -2.3615
H 1.8591 -5.6716 -1.5372
H 3.1170 -4.8987 -2.0849
O 2.1404 -4.7318 0.7405
H 2.7488 -4.7556 1.5022
H 1.7326 -3.8540 0.8402
O -0.5818 -5.3230 2.5402
H 0.0761 -5.0775 1.9454
H -1.3332 -4.8777 2.1358
O 3.9605 0.7793 -4.5073
H 4.4221 1.4431 -3.9102
H 3.6735 0.0214 -3.9316
O 3.9511 3.1004 -1.9104
H 3.2083 3.6796 -2.1810
H 3.6175 2.3413 -1.4235
O 0.1714 -2.4849 0.8190
H 0.2969 -1.8970 1.5705
H 0.0676 -1.9673 0.0094
O -5.1236 -1.9692 1.6084
H -4.5740 -2.8013 1.5425
H -4.9483 -1.4921 2.4495
O 5.4536 0.2938 2.9077
H 5.1973 -0.6270 2.8990
H 6.1478 0.4429 2.2644
O 0.5791 3.3613 3.5867
H 1.1741 2.6093 3.3484
H -0.3970 3.0762 3.4369
O 1.0996 4.2226 -2.1862
H 0.7318 5.0650 -1.8353
H 0.7885 3.5688 -1.5319
O 3.7075 -2.0170 2.6128
H 3.8663 -1.7927 1.6693
H 2.7371 -1.8845 2.7457
O -1.4897 -1.1585 -1.4055
H -1.8112 -0.6933 -0.6050
H -0.9156 -0.4400 -1.7891
O 0.3755 0.3152 -3.5164
H 0.2323 0.6501 -2.5969
H 0.7983 1.1070 -3.8746
O 4.8999 -4.1154 -1.0869
H 4.6859 -3.1600 -1.0083
H 4.8280 -4.5786 -0.2511
O -5.1213 2.6973 2.9777
H -5.0150 3.0950 2.1261
H -5.1753 1.7407 2.8584
O 4.4846 -0.9346 -0.2892
H 3.7634 -0.7427 -0.9156
H 4.4810 -0.0716 0.2088
O -2.9227 -4.3010 -1.3739
H -3.5592 -3.7031 -1.7654
H -2.1546 -4.3781 -2.0481
O 2.8438 6.0917 -0.5138
H 3.7749 6.2026 -0.6510
H 2.6610 5.4754 0.2151
O 5.5443 2.0987 0.4577
H 5.4615 2.6299 -0.3402
H 5.0324 2.6706 1.0310
O -4.3392 2.1407 0.0461
H -3.8105 2.6425 -0.5718
H -5.1756 1.8711 -0.3366
O -7.3145 1.5670 -0.3012
H -7.9328 2.2621 -0.1030
H -7.5286 0.7756 0.1466
O 2.7514 -1.1109 -3.1419
H 2.4257 -1.9170 -3.5378
H 1.9101 -0.5794 -2.9797
O 2.5437 0.9760 2.3074
H 3.3368 0.4405 2.5636
H 2.4113 0.9408 1.3247
O -7.4497 -0.9112 1.0360
H -6.6852 -1.5112 1.1026
H -8.1901 -1.4375 1.3166
O -1.4027 4.0658 0.1058
H -0.4677 4.2548 0.2167
H -1.4098 3.3461 -0.4752
O 1.3659 4.2542 0.8997
H 1.6743 3.4222 0.5033
H 1.2881 4.1331 1.8718
O -2.7049 -0.0891 0.9277
H -3.0252 0.8068 0.7591
H -3.4912 -0.6411 0.8059
O -2.0347 0.1314 3.4692
H -2.1481 -0.1372 2.5461
H -1.9020 1.0731 3.3871
O 1.4348 2.7492 -4.4710
H 1.3881 3.4570 -3.8348
H 2.3588 2.6048 -4.5795
O -2.6024 -3.4167 1.1893
H -2.6168 -3.8036 0.2790
H -1.7132 -2.9926 1.2155
O 1.5668 -3.6181 -4.1215
H 1.7576 -4.3588 -3.4653
H 2.2994 -3.5433 -4.7976
O -1.9763 2.8564 2.8469
H -1.7096 3.3682 2.0699
H -2.9045 3.2142 2.9695
*
```

---

7.
C13H39N13O26 | ωB97M-V/def2-TZVPD

Properties
Kohn-Sham gap (alpha / beta) in Ha: 0.2029 / 0.0872
Maximum force in eV Å⁻¹: 4.60
⟨S²⟩: 0.7604
Energy above the lowest of the compared OMol25 structures with the same formula, charge and spin in kJ/mol: 69.7
LUMO energy (alpha / beta) in eV: -6.9 / -10.0

ORCA input file:
```
! wB97M-V def2-TZVPD RIJCOSX def2/J DEFGRID3
* xyz 1 2
C -0.1564 -0.9512 0.5641
N 0.3214 0.4952 0.6864
O -0.2933 1.1843 1.4851
O 1.1114 0.9356 -0.1591
H 0.7497 -1.5516 0.4822
H -0.6558 -1.0725 -0.3972
H -0.8141 -1.2726 1.3717
C 4.0514 -0.7291 1.4460
N 3.9820 -1.7839 2.4518
O 3.2108 -1.5943 3.4063
O 4.8838 -2.5702 2.4763
H 5.0503 -0.3077 1.3331
H 3.4855 0.1149 1.8405
H 3.6529 -1.0780 0.4934
C -4.3170 -3.1935 -3.1908
N -3.3058 -3.4655 -2.1328
O -2.3476 -2.6964 -2.0329
O -3.4587 -4.4581 -1.3769
H -4.1902 -2.1783 -3.5667
H -5.2860 -3.2355 -2.6935
H -4.3639 -3.9261 -3.9966
C -0.1992 3.3274 -2.3811
N -0.4845 3.2028 -3.8366
O 0.4357 2.6688 -4.5018
O -1.5446 3.6598 -4.2743
H -1.1139 3.0961 -1.8353
H 0.1721 4.3225 -2.1358
H 0.4210 2.4589 -2.1596
C -0.7304 4.7094 1.3166
N -1.8038 5.6288 1.6896
O -2.1505 6.5684 0.9858
O -2.3672 5.4064 2.7144
H -0.6769 3.8933 2.0372
H 0.2574 5.1684 1.2747
H -1.1520 4.1864 0.4583
C 0.5762 -4.5856 -3.1262
N 1.5778 -3.6338 -2.4192
O 1.1731 -3.0169 -1.4374
O 2.7068 -3.5098 -2.9070
H 0.3387 -4.0324 -4.0348
H -0.2298 -4.6054 -2.3926
H 1.0498 -5.5473 -3.3236
C 1.9891 1.1799 5.9953
N 2.3049 1.3695 4.5480
O 1.3800 1.5726 3.8032
O 3.5037 1.4094 4.2372
H 2.9136 1.0751 6.5632
H 1.2844 0.3529 6.0835
H 1.5858 2.1136 6.3871
C -3.8162 -3.8873 1.7978
N -2.5998 -4.5579 1.4319
O -1.6623 -3.9196 0.9740
O -2.5502 -5.7704 1.6209
H -4.5639 -3.9464 1.0069
H -3.5514 -2.8300 1.7946
H -4.0812 -4.2314 2.7975
C -1.2132 -0.9102 -4.1226
N -0.3154 -0.4064 -3.0889
O 0.8965 -0.5337 -3.2556
O -0.7911 0.2652 -2.1700
H -1.0473 -1.9874 -4.1063
H -0.9074 -0.5510 -5.1052
H -2.2418 -0.6803 -3.8446
C 3.9732 -0.4303 -2.4772
N 4.8815 0.6597 -2.9655
O 4.3385 1.5024 -3.7251
O 5.9873 0.7674 -2.4532
H 4.6432 -1.1015 -1.9399
H 3.6284 -0.8823 -3.4072
H 3.1237 -0.0518 -1.9087
C -3.1917 0.6595 -0.0028
N -3.8639 -0.3952 -0.8191
O -4.0228 -0.1475 -1.9774
O -4.2884 -1.4092 -0.2537
H -2.6551 1.2511 -0.7446
H -2.6114 0.2322 0.8150
H -4.0103 1.2345 0.4300
C 3.1973 2.9281 0.2013
N 4.2243 3.7854 -0.5021
O 5.1357 4.3046 0.1708
O 4.0597 3.9060 -1.6938
H 3.5226 1.8882 0.1703
H 2.2365 3.1806 -0.2473
H 3.0961 3.2538 1.2366
C -1.9417 1.0848 4.4962
N -2.6037 -0.2304 4.1097
O -3.2794 -0.7560 4.9764
O -2.3415 -0.7422 3.0492
H -2.5797 1.7034 5.1273
H -1.6606 1.6860 3.6315
H -1.0809 0.9609 5.1533
*
```